No. 1
Molecular formula: C31H50P2V
Method: DFT, ωB97M-V with the def2-TZVPD basis set

The expectation value of S² is 2.085. As for the relative energy (zero: lowest compared OMol25 entry of this formula, charge and spin): 22.1 kcal/mol. The HOMO-LUMO gap (spin up / spin down) comes out at 7.41 / 7.49 eV. The calculation puts the largest force on an atom at 0.104 hartree/bohr.

Structure (ORCA input):
```
! RIJCOSX wB97M-V def2-TZVPD def2/J DEFGRID3
* xyz 1 3
V 0.1126 -0.5123 0.6713
C -0.5707 -2.3168 1.8243
C 0.8173 -2.4435 1.4445
C 0.6618 -0.8274 3.1146
C -0.6443 -1.3336 2.8645
C 1.5730 -1.4870 2.2331
C -1.6979 -3.1995 1.4103
H -1.4115 -3.8638 0.5963
H -2.5728 -2.6091 1.1055
H -2.0244 -3.8279 2.2510
C -1.8301 -1.1286 3.7430
H -2.7681 -1.3180 3.1995
H -1.8557 -0.1143 4.1473
H -1.8071 -1.8164 4.6005
C 1.0655 0.0048 4.2746
H 1.2217 -0.6163 5.1671
H 0.2874 0.7368 4.5205
H 1.9976 0.5374 4.0796
C 3.0549 -1.4255 2.3207
H 3.4018 -1.9461 3.2275
H 3.4129 -0.3893 2.3971
H 3.5308 -1.9100 1.4661
C 1.4281 -3.5148 0.6101
H 1.9712 -4.2344 1.2420
H 2.1594 -3.1074 -0.1021
H 0.6650 -4.0705 0.0511
C -1.5651 0.5244 -4.0625
C -1.6295 -0.8338 -4.0399
C -0.8722 -1.6928 -5.0143
C 0.6169 -1.2841 -5.1738
C 1.2274 -0.7001 -3.9240
C 1.3913 0.6324 -3.7578
C 0.6838 1.6816 -4.5939
C -0.7593 1.3179 -5.0493
H -1.3527 -1.6765 -6.0091
H 0.7077 -0.6060 -6.0364
H -0.9211 -2.7400 -4.6836
H -0.7193 0.8310 -6.0354
H -2.3028 1.1163 -3.5079
H -2.4714 -1.3405 -3.5582
H -1.2867 2.2732 -5.2091
H 0.6324 2.6187 -4.0197
H 2.2628 1.0156 -3.2079
H 1.2729 1.9270 -5.4931
H 1.1742 -2.1918 -5.4523
H 1.8036 -1.4207 -3.3247
P -1.2721 -0.3435 -1.0391
P 1.9148 0.9855 0.0267
C -0.4459 1.1881 -1.6195
C 0.7776 1.9476 -1.0266
H -1.2409 1.9104 -1.8594
H -0.0812 0.7573 -2.5592
H 1.3983 2.3252 -1.8552
H 0.4308 2.8261 -0.4679
C 2.7995 2.1673 1.0649
H 3.0304 1.7123 2.0344
H 2.1852 3.0571 1.2230
H 3.7308 2.4454 0.5584
C 3.1537 0.0828 -0.9405
H 3.6420 0.7714 -1.6377
H 2.6934 -0.7447 -1.4962
H 3.8996 -0.3392 -0.2549
C -3.0295 -0.3044 -1.1181
H -3.4217 -1.1456 -0.5309
H -3.3379 -0.3805 -2.1598
H -3.3777 0.6346 -0.6720
C -0.4776 -1.8832 -1.6224
H 0.5219 -2.0866 -1.2045
H -0.3262 -1.8069 -2.6996
H -1.1228 -2.7473 -1.4197
C -1.1911 1.3800 1.5587
C -1.3036 2.1028 2.8593
C -0.2281 2.8612 3.3680
C -0.3259 3.5023 4.6065
C -1.5085 3.4313 5.3528
C -2.6104 2.7476 4.8283
C -2.5145 2.1081 3.5934
H -1.0314 2.1161 0.7562
H -2.1198 0.8084 1.3707
H 0.6926 2.9230 2.7810
H 0.5322 4.0528 4.9957
H -1.5749 3.9270 6.3270
H -3.5456 2.7066 5.3904
H -3.3868 1.5849 3.1802
*
```

Atomic partial charges in e from the Löwdin method, atoms 1 to 4: number 1, V, carries 0.47; number 2, C, carries -0.29; number 3, C, carries -0.32; number 4, C, carries -0.23

=====

No. 2
Molecular formula: C20H30F5N5O25
Method: DFT, ωB97M-V with the def2-TZVPD basis set

As for the structure (SMILES): O=C1OC[C@@H](F)O1.O=C1OC[C@@H](F)O1.O=C1OC[C@@H](F)O1.O=C1OC[C@@H](F)O1.O=C1OC[C@@H](F)O1.C[N+](=O)[O-].C[N+](=O)[O-].C[N+](=O)[O-].C[N+](=O)[O-].C[N+](=O)[O-]. As for the relative energy (zero: lowest compared OMol25 entry of this formula, charge and spin): 0.0 kcal/mol. The HOMO-LUMO gap comes out at 10.50 eV. The calculation puts the largest force on an atom at 0.024 hartree/bohr.

Structure (ORCA input):
```
! RIJCOSX wB97M-V def2-TZVPD def2/J DEFGRID3
* xyz 0 1
O -13.8364 8.8185 -16.6569
C -13.4521 9.3442 -17.6466
O -13.8984 10.5076 -18.1336
C -13.3144 10.7656 -19.4068
C -12.3165 9.6230 -19.5947
F -11.0261 10.0650 -19.6046
O -12.5039 8.8134 -18.4737
H -14.0904 10.7541 -20.1703
H -12.8419 11.7451 -19.3862
H -12.4981 9.0503 -20.5028
O -12.5299 0.6694 -13.3384
C -13.1877 1.3806 -12.6601
O -12.9882 2.7021 -12.5015
C -13.9568 3.2279 -11.6151
C -14.9184 2.0697 -11.3916
F -16.0154 2.2254 -12.2274
O -14.2115 0.9604 -11.8563
H -13.4753 3.5168 -10.6734
H -14.4213 4.1351 -11.9937
H -15.2836 1.9022 -10.3858
O -12.3566 1.0915 -18.4064
C -13.5317 1.1217 -18.2912
O -14.2369 0.6260 -17.2509
C -15.5894 1.0476 -17.3820
C -15.6888 1.2622 -18.8859
F -16.5407 2.2800 -19.2153
O -14.3840 1.6689 -19.2130
H -16.2327 0.2509 -17.0195
H -15.8319 1.9847 -16.8764
H -16.0002 0.3845 -19.4535
O -16.6262 8.8694 -18.9654
C -16.1574 8.0440 -19.6574
O -15.4221 8.2606 -20.7798
C -15.2700 7.0204 -21.4646
C -15.3746 6.0324 -20.3174
F -14.1390 5.9222 -19.7108
O -16.2463 6.6918 -19.4469
H -16.0843 6.8656 -22.1780
H -14.3390 6.9946 -22.0209
H -15.7634 5.0342 -20.4936
O -17.9145 6.5222 -16.2295
C -18.3979 7.0880 -15.3078
O -19.6685 7.4937 -15.2197
C -19.9389 7.7785 -13.8359
C -18.5645 8.1393 -13.3075
F -18.3882 7.5818 -12.0618
O -17.6946 7.5140 -14.2064
H -20.7284 8.5174 -13.7607
H -20.2806 6.8626 -13.3538
H -18.3441 9.1998 -13.1985
C -14.8748 9.3535 -13.7628
N -14.9608 10.8463 -13.8984
O -15.8576 11.2764 -14.6052
O -14.1749 11.5271 -13.2760
H -13.8299 9.0758 -13.7176
H -15.4145 8.9645 -14.6152
H -15.4358 9.1270 -12.8579
C -11.4259 2.6807 -15.7833
N -11.0358 4.0295 -16.2921
O -10.1542 4.6123 -15.6931
O -11.6538 4.4934 -17.2300
H -11.3148 2.7147 -14.7084
H -10.8162 1.9312 -16.2760
H -12.4601 2.5405 -16.0759
C -18.5020 3.6769 -14.3451
N -19.9961 3.6904 -14.3598
O -20.5739 2.6226 -14.3238
O -20.5456 4.7777 -14.4073
H -18.2053 4.5209 -13.7291
H -18.1130 3.7474 -15.3532
H -18.2271 2.7529 -13.8472
C -14.8643 5.7020 -16.5552
N -14.7030 4.8709 -15.3392
O -13.8008 5.1768 -14.5861
O -15.3988 3.8795 -15.1971
H -15.6433 5.2530 -17.1590
H -13.9180 5.6918 -17.0902
H -15.1291 6.7084 -16.2494
C -11.3399 6.8002 -13.3809
N -10.9347 7.9411 -12.5310
O -9.7919 7.9856 -12.1317
O -11.7778 8.7989 -12.3332
H -10.6076 6.0008 -13.2848
H -11.3337 7.1753 -14.3993
H -12.2804 6.3605 -13.0697
*
```

Atomic partial charges in e from the Löwdin method, atoms 1 to 4: number 1, O, carries 0.17; number 2, C, carries -0.54; number 3, O, carries 0.09; number 4, C, carries -0.04

=====

No. 3
Molecular formula: C39H68IN8O2
Method: DFT, ωB97M-V with the def2-TZVPD basis set

The expectation value of S² is 0.754. The HOMO-LUMO gap (spin up / spin down) comes out at 8.35 / 9.10 eV. The calculation puts the largest force on an atom at 0.078 hartree/bohr.

Structure (ORCA input):
```
! RIJCOSX wB97M-V def2-TZVPD def2/J DEFGRID3
* xyz 0 2
C 1.1105 -0.4648 1.5511
C 0.9286 0.4360 0.2169
C 2.1508 -0.0443 -0.7477
C -0.4021 -0.0384 -0.5175
C -1.5795 1.0228 -0.7013
I -1.8338 1.3660 -2.8584
C -2.9666 0.3278 -0.2180
C -3.0140 0.0352 1.3408
O -2.9616 -1.1772 1.6886
C -1.3912 2.4532 -0.0057
C -0.0599 2.6465 0.8650
C 0.3317 4.2183 0.7064
C -0.4576 2.4687 2.4049
N 1.1276 1.8889 0.4117
O 1.7910 2.4742 -0.5486
H 2.2454 -0.6613 1.6396
H 0.8159 0.0599 2.5112
H 0.6459 -1.5072 1.4460
H 2.0832 -1.1960 -0.7316
H 3.1648 0.2350 -0.3275
H 1.9888 0.2569 -1.8311
H -0.8534 -0.9546 0.0127
H -0.1288 -0.4249 -1.5650
H -3.0661 -0.6640 -0.7887
H -3.8795 0.9475 -0.5472
H -3.0560 0.8218 2.1676
H -2.2821 2.6673 0.6676
H -1.3717 3.2343 -0.8449
H 0.2548 4.5501 -0.3897
H -0.4288 4.8405 1.2960
H 1.3636 4.4510 1.1189
H 0.4840 2.7271 3.0154
H -1.2123 3.2912 2.6808
H -0.8459 1.4228 2.6180
C -3.3786 -1.9773 -8.2012
C -2.9736 -2.0914 -6.7350
C -3.5761 -0.9892 -5.8624
C -3.1120 0.3539 -6.3405
N -2.7478 1.4083 -6.7085
H -3.0197 -1.0462 -8.6470
H -2.9499 -2.7997 -8.7792
H -4.4666 -2.0148 -8.3116
H -1.8818 -2.0632 -6.6654
H -3.2951 -3.0640 -6.3517
H -3.2671 -1.1237 -4.8176
H -4.6686 -1.0234 -5.8994
C -7.3073 -2.4746 -3.4559
C -6.7879 -2.6824 -2.0373
C -5.6075 -1.7702 -1.6960
C -4.4636 -2.0449 -2.6257
N -3.5671 -2.2598 -3.3537
H -6.5468 -2.7168 -4.2029
H -8.1654 -3.1237 -3.6450
H -7.6237 -1.4388 -3.6096
H -6.4937 -3.7297 -1.9167
H -7.6000 -2.4932 -1.3298
H -5.2803 -1.9460 -0.6679
H -5.8963 -0.7189 -1.7851
C 4.2654 -4.1428 2.1787
C 4.9219 -3.8490 0.8335
C 5.8177 -2.6090 0.8657
C 5.0067 -1.4037 1.2289
N 4.3706 -0.4586 1.5137
H 3.6019 -3.3315 2.4889
H 3.6600 -5.0504 2.1160
H 5.0184 -4.2892 2.9590
H 4.1405 -3.7215 0.0778
H 5.5212 -4.7137 0.5339
H 6.2720 -2.4504 -0.1110
H 6.6213 -2.7341 1.5977
C 9.1524 -0.2351 -1.3782
C 8.3683 0.7472 -2.2424
C 6.9395 0.9714 -1.7418
C 6.1848 -0.3228 -1.7551
N 5.5932 -1.3359 -1.7653
H 8.6984 -1.2294 -1.3855
H 10.1724 -0.3418 -1.7549
H 9.2069 0.1109 -0.3419
H 8.3461 0.3752 -3.2715
H 8.8945 1.7057 -2.2585
H 6.4240 1.6902 -2.3832
H 6.9468 1.3700 -0.7239
C -5.5241 3.7134 0.5678
C -6.8956 4.3674 0.6729
C -8.0239 3.3509 0.8668
C -8.0722 2.4104 -0.3006
N -8.1086 1.6752 -1.2147
H -5.4577 3.0559 -0.3037
H -4.7484 4.4732 0.4601
H -5.3011 3.1243 1.4616
H -7.0778 4.9566 -0.2310
H -6.8947 5.0648 1.5158
H -8.9842 3.8655 0.9497
H -7.8681 2.7744 1.7826
C -5.5121 5.6584 6.1270
C -5.9023 4.2740 5.6202
C -4.7409 3.5357 4.9503
C -4.2556 4.3154 3.7650
N -3.8767 4.9268 2.8374
H -5.2035 6.3145 5.3094
H -6.3614 6.1348 6.6219
H -4.6907 5.5953 6.8466
H -6.7330 4.3755 4.9146
H -6.2661 3.6768 6.4610
H -5.0657 2.5467 4.6171
H -3.9141 3.4020 5.6527
C 9.1065 -5.9318 3.5448
C 9.7631 -5.6385 2.1999
C 10.6595 -4.3982 2.2324
C 9.8483 -3.1910 2.5963
N 9.2113 -2.2477 2.8815
H 8.4433 -5.1204 3.8549
H 8.5012 -6.8390 3.4820
H 9.8592 -6.0783 4.3250
H 8.9819 -5.5110 1.4440
H 10.3621 -6.5030 1.9003
H 11.1159 -4.2381 1.2527
H 11.4621 -4.5231 2.9638
*
```

Atomic partial charges in e from the Löwdin method, atoms 1 to 4: number 1, C, carries -0.04; number 2, C, carries -0.40; number 3, C, carries -0.07; number 4, C, carries -0.16

=====

No. 4
Molecular formula: C21H41F3NO15
Method: DFT, ωB97M-V with the def2-TZVPD basis set

As for the relative energy (zero: lowest compared OMol25 entry of this formula, charge and spin): 75.1 kcal/mol. The HOMO-LUMO gap comes out at 10.51 eV. The calculation puts the largest force on an atom at 0.269 hartree/bohr.

Structure (ORCA input):
```
! RIJCOSX wB97M-V def2-TZVPD def2/J DEFGRID3
* xyz 1 1
N -13.6700 5.5459 60.4091
H -12.8645 5.1666 60.8582
H -13.9918 6.0887 61.2065
H -14.3391 4.8297 60.0945
H -13.4429 6.1064 59.5189
C -13.2303 9.1106 62.7295
C -12.0488 9.9225 63.0196
O -11.1780 9.7591 61.9973
C -11.7617 8.8463 61.1370
O -11.1536 8.3503 60.1264
O -12.9031 8.5158 61.5454
F -11.4804 9.4819 64.1983
H -13.8758 9.7838 62.5211
H -13.4162 8.2254 63.2651
H -12.4002 10.9850 63.0882
C -10.4130 7.4808 66.0088
C -9.0750 7.2057 65.0664
O -9.6642 6.2591 64.1410
C -10.9198 6.1607 64.1432
O -11.6156 5.6853 63.3436
O -11.3739 6.9116 65.2457
F -7.9767 6.8176 65.6208
H -10.5401 8.5648 66.2152
H -10.3146 6.8958 66.9184
H -9.0219 8.2481 64.9131
C -12.4631 1.5086 60.4107
C -12.9303 0.2854 61.2080
O -14.0689 0.6741 61.6679
C -14.4922 1.8496 61.2834
O -15.5882 2.2799 61.4401
O -13.5012 2.4141 60.6746
F -12.0142 0.1122 62.2906
H -12.4207 1.3507 59.3491
H -11.4249 1.9098 60.8531
H -12.8481 -0.4116 60.4196
C -17.0086 4.2132 58.5210
O -15.5865 4.2688 58.4348
C -15.0927 3.0969 57.8451
C -13.6267 3.3373 57.2344
O -12.9410 3.8728 58.0763
C -11.5765 4.0164 57.7322
C -10.7363 4.7973 58.8894
O -10.7318 4.1267 60.1595
C -9.7057 4.6517 61.0568
H -17.2510 4.7496 57.6290
H -17.4526 4.9961 59.1675
H -17.5683 3.3111 58.5838
H -15.7917 2.8021 56.9708
H -15.2444 2.3006 58.6072
H -13.7103 3.7825 56.2030
H -13.2457 2.2914 57.0627
H -11.5907 4.8055 56.9428
H -11.0084 3.1002 57.4602
H -10.8185 5.7317 58.9092
H -9.7499 4.8518 58.4659
H -8.7125 4.4902 60.5888
H -9.5503 3.8714 62.0059
H -9.8233 5.7759 61.4892
C -15.2870 5.1234 63.6216
O -15.4878 6.3301 62.8455
C -16.7633 6.3084 62.0043
C -16.9105 7.3828 61.0119
O -15.8919 7.5171 60.3415
C -15.6339 8.6959 59.5213
C -15.5237 8.2507 58.0412
O -14.4002 7.4879 58.0219
C -14.0697 7.1921 56.6856
H -15.0367 4.4104 62.9374
H -16.3809 4.5860 63.9988
H -14.4990 5.1804 64.5587
H -17.5870 6.1359 62.6007
H -16.6200 5.2171 61.4083
H -16.9695 8.5939 61.5336
H -17.8692 7.2279 60.4334
H -14.8853 9.3657 59.9854
H -16.5390 9.2663 59.5742
H -15.1722 9.1304 57.5288
H -16.3351 7.9335 57.8172
H -14.0610 8.0908 56.2697
H -15.0193 6.5746 56.0856
H -13.1612 6.6525 56.7729
*
```

Atomic partial charges in e from the Löwdin method, atoms 1 to 4: number 1, N, carries 0.35; number 2, H, carries 0.09; number 3, H, carries 0.09; number 4, H, carries 0.10